Computed, not measured: a molecular structure, C6H19HgO8S at a distorted geometry, with ωB97M-V/def2-TZVPD.

Calculated values
- Total charge: -1
- Spin multiplicity: 1

Last column: natural (NBO) charge in e.
Cartesian coordinates (Å):
Hg  -23.6077  25.4734  -22.1479  1.666
S  -21.2197  25.4342  -20.5734  2.620
O  -20.9836  25.7272  -19.2033  -1.030
O  -20.0157  25.2724  -21.3361  -1.074
O  -22.1709  24.3257  -20.8492  -1.159
O  -22.0052  26.5112  -21.1880  -1.174
O  -24.7361  27.1827  -22.9599  -1.305
H  -25.4628  27.7092  -22.5736  0.440
C  -23.5015  22.0037  -23.4903  -0.647
C  -24.7556  22.6868  -24.0948  -0.065
O  -24.8332  24.0662  -23.7866  -0.739
H  -23.4710  20.9510  -23.7714  0.204
H  -23.5475  21.9738  -22.4016  0.222
H  -22.6109  22.5665  -23.7699  0.249
H  -25.7292  22.2077  -23.9918  0.153
H  -24.5910  22.7994  -25.1664  0.154
H  -25.5471  24.3935  -24.3386  0.485
C  -25.2770  25.9799  -19.3609  -0.651
C  -26.1079  24.8672  -19.9305  -0.067
O  -25.3606  24.2624  -20.9689  -0.750
H  -24.4192  25.6022  -18.8044  0.239
H  -25.9254  26.5430  -18.6897  0.197
H  -24.7992  26.6499  -20.0757  0.243
H  -26.9614  25.1828  -20.5305  0.164
H  -26.3912  24.2022  -19.1147  0.161
H  -25.5813  23.3285  -20.9953  0.477
C  -21.7668  24.2161  -25.9042  -0.629
C  -21.0721  25.1311  -24.9128  -0.067
O  -21.7157  24.9486  -23.6158  -0.803
H  -21.6956  23.1595  -25.6461  0.202
H  -21.3975  24.3318  -26.9232  0.199
H  -22.8277  24.4663  -25.9074  0.211
H  -21.0880  26.1914  -25.1651  0.171
H  -19.9873  25.0484  -24.8462  0.174
H  -21.0356  24.9230  -22.9387  0.528

Computed, not measured: a molecular structure, C3H7N5 at a distorted geometry, with ωB97M-V/def2-TZVPD.

Calculated values
- Spin multiplicity: 1

Last column: natural (NBO) charge in e.
Cartesian coordinates (Å):
C  -2.0063  -0.0208  0.0487  0.533
C  0.4302  -0.5621  0.4096  0.294
C  2.5405  0.5286  -0.1492  0.284
H  -1.2681  1.7081  1.0740  0.401
H  -2.5803  1.9362  0.0197  0.397
H  -2.8042  -1.7991  -0.1940  0.364
H  0.9804  -1.4541  0.9936  0.193
H  0.5321  0.9791  -0.6328  0.410
H  2.6565  1.8639  -0.1064  0.168
H  3.4022  -1.6683  -0.3676  0.382
N  -1.8125  1.3194  0.1706  -0.849
N  -2.8955  -0.6897  -0.6564  -0.717
N  -0.8682  -0.7966  0.5175  -0.563
N  1.1518  0.3050  -0.3392  -0.656
N  3.4665  -0.3153  -0.0697  -0.643

Computed, not measured: a molecular structure, C33H56O31Rb at a distorted geometry, with ωB97M-V/def2-TZVPD.

Calculated values
- Total charge: -1
- Spin multiplicity: 1

Last column: Löwdin charge in e.
Cartesian coordinates (Å):
Rb  -3.8576  -3.1483  -3.4940  0.940
C  -0.0999  -1.1818  -0.5904  -0.027
C  0.9746  -0.2764  -0.8410  -0.402
C  1.0382  0.3341  -2.2737  -0.379
O  1.9764  1.0860  -2.5350  0.019
C  0.0305  0.0108  -3.2287  -0.008
C  -0.9800  -0.9110  -2.9587  -0.394
C  -1.0618  -1.4920  -1.5476  -0.354
O  -2.0610  -2.2067  -1.2073  -0.151
O  -1.9336  -1.0122  -3.7959  -0.199
O  1.8362  0.0443  -0.0251  0.017
H  -0.1396  -1.5672  0.4234  0.096
H  -0.0400  0.5223  -4.1797  0.094
C  4.5753  -0.5648  2.1069  0.010
O  5.2371  0.5691  2.7345  0.029
C  6.2517  0.2688  3.4917  -0.628
O  6.8034  -0.8066  3.5808  0.109
O  6.6276  1.3819  4.1552  -0.003
C  7.4373  1.1484  5.2809  -0.079
H  5.3555  -1.0785  1.5493  0.085
H  3.7935  -0.2443  1.4278  0.075
H  4.1936  -1.1719  2.9237  0.106
H  6.9445  0.5403  6.0435  0.096
H  7.6474  2.1160  5.7343  0.088
H  8.3835  0.6711  5.0203  0.090
C  0.9205  5.9079  0.7603  -0.054
O  -0.3339  5.2534  0.6131  0.012
C  -0.2491  3.9217  0.6982  -0.620
O  0.7270  3.2986  1.0184  0.147
O  -1.4302  3.3915  0.3871  0.006
C  -1.4899  1.9713  0.4243  -0.016
H  1.6233  5.5750  -0.0014  0.085
H  1.2832  5.7921  1.7809  0.101
H  0.7493  6.9762  0.6161  0.076
H  -1.2568  1.6014  1.4240  0.084
H  -0.6971  1.5426  -0.1951  0.081
H  -2.4544  1.6434  0.0583  0.088
C  -2.7230  -4.5337  0.2543  -0.005
O  -3.5608  -5.7042  0.4196  0.028
C  -4.3719  -6.0104  -0.5661  -0.623
O  -4.4263  -5.4552  -1.6401  0.023
O  -5.1420  -7.0294  -0.1942  0.013
C  -5.9628  -7.6019  -1.1959  -0.046
H  -2.0462  -4.6185  -0.5943  0.094
H  -2.1126  -4.5134  1.1511  0.102
H  -3.3158  -3.6391  0.1062  0.059
H  -5.3605  -8.2455  -1.8442  0.100
H  -6.4640  -6.8482  -1.7980  0.092
H  -6.6714  -8.2521  -0.6920  0.093
C  -2.4569  -0.9259  2.2347  0.014
O  -2.7839  -1.6677  3.4563  0.003
C  -1.7345  -2.3027  3.9626  -0.641
O  -0.6971  -2.5012  3.3957  0.113
O  -2.0147  -2.6934  5.2100  -0.001
C  -0.9310  -3.2824  5.9352  -0.038
H  -3.4093  -0.4805  1.9785  0.092
H  -2.1667  -1.6390  1.4669  0.071
H  -1.5934  -0.3154  2.4720  0.078
H  -1.3763  -3.7449  6.8111  0.091
H  -0.2126  -2.4992  6.1600  0.051
H  -0.5004  -4.0925  5.3444  0.097
C  -5.7138  -1.3585  0.0356  -0.044
O  -5.0134  -0.1735  -0.2659  0.008
C  -4.8329  0.0947  -1.5629  -0.617
O  -5.1902  -0.5980  -2.4851  0.044
O  -4.1020  1.1781  -1.6613  0.013
C  -3.7382  1.5795  -2.9962  -0.001
H  -5.0477  -2.2231  0.0522  0.086
H  -6.5197  -1.5518  -0.6756  0.095
H  -6.1710  -1.2567  1.0181  0.098
H  -3.3243  2.5777  -2.8786  0.092
H  -4.6402  1.6665  -3.6019  0.090
H  -3.0140  0.8674  -3.3971  0.086
C  7.1783  -3.4915  -0.4977  -0.067
O  5.9817  -3.3358  0.2225  -0.004
C  4.8663  -3.3808  -0.5156  -0.620
O  4.8111  -3.5130  -1.7097  0.128
O  3.8382  -3.2402  0.3021  0.004
C  2.5360  -3.1110  -0.2811  -0.016
H  7.1862  -2.8847  -1.4054  0.096
H  7.3587  -4.5198  -0.8230  0.094
H  7.9922  -3.1775  0.1498  0.092
H  2.5110  -2.4132  -1.1136  0.094
H  1.8872  -2.7124  0.4869  0.082
H  2.2464  -4.0978  -0.6429  0.100
C  1.1737  7.7473  -2.0360  -0.053
O  0.2263  6.8150  -2.5310  0.005
C  0.6051  5.5272  -2.4794  -0.619
O  1.6585  5.1350  -2.0516  0.125
O  -0.3726  4.8028  -2.9794  0.023
C  -0.2784  3.3627  -2.9022  0.008
H  1.2091  7.7025  -0.9454  0.058
H  0.8270  8.7266  -2.3522  0.092
H  2.1827  7.5672  -2.4055  0.100
H  -0.1740  2.9944  -1.8831  0.087
H  0.5901  3.0215  -3.4617  0.090
H  -1.2034  3.0265  -3.3539  0.077
C  0.6110  2.6137  -6.7133  -0.043
O  -0.4387  3.4705  -6.3142  0.003
C  -1.6678  3.0068  -6.5013  -0.620
O  -1.9610  1.8788  -6.7872  0.137
O  -2.5258  3.9890  -6.2046  0.008
C  -3.8856  3.6170  -6.2459  -0.055
H  0.7332  2.5759  -7.7979  0.096
H  0.4632  1.6053  -6.3247  0.091
H  1.5439  2.9823  -6.2931  0.099
H  -4.1309  2.7404  -5.6483  0.079
H  -4.1819  3.3968  -7.2763  0.098
H  -4.4698  4.4638  -5.8972  0.095
C  1.8161  -1.2322  7.5435  -0.049
O  2.3417  -0.5918  6.3901  0.006
C  1.4508  -0.3188  5.4321  -0.598
O  0.2775  -0.5583  5.5082  0.117
O  2.0942  0.2312  4.4134  0.030
C  1.3612  0.3716  3.1991  -0.021
H  2.5983  -1.1829  8.2953  0.091
H  1.6060  -2.2791  7.3236  0.089
H  0.9223  -0.7101  7.8796  0.099
H  0.8462  1.3299  3.1337  0.096
H  0.7026  -0.4509  2.9223  0.081
H  2.0727  0.3873  2.3781  0.060

Computed, not measured: 3 unconnected molecules or ions with the total composition C3H11NO4 at a distorted geometry, with ωB97M-V/def2-TZVPD.

Calculated values
- Structure (SMILES): O=CCNCO.O.O
- Spin multiplicity: 1

Last column: natural (NBO) charge in e.
Cartesian coordinates (Å):
O  -0.7042  2.0384  2.2349  -0.522
C  -0.5872  1.3716  1.2396  0.444
C  -0.1520  -0.2706  1.3774  -0.326
N  -0.0032  -0.8645  0.0780  -0.707
C  0.9688  -1.9303  0.0507  0.089
O  0.5610  -3.1144  0.8566  -0.758
H  -1.0222  1.7205  0.3324  0.132
H  -0.9934  -0.6184  1.9211  0.200
H  0.8745  -0.2917  1.9383  0.224
H  -0.7487  -1.0062  -0.6317  0.413
H  1.0469  -2.4149  -0.9429  0.193
H  1.9426  -1.5248  0.4438  0.155
H  0.1214  -2.8462  1.7039  0.465
H  -0.9159  1.5392  -2.1599  0.493
H  -2.3846  1.8977  -2.6776  0.478
O  -1.8210  1.1679  -2.3304  -0.973
H  0.9473  0.9967  -1.0001  0.489
H  1.8972  2.1879  -1.3171  0.483
O  0.9725  1.9622  -1.1170  -0.972

Computed, not measured: a molecular structure, C18H49BrIN6O3P2S at a distorted geometry, with ωB97M-V/def2-TZVPD.

Calculated values
- Total charge: +1
- Spin multiplicity: 1

Last column: Löwdin charge in e.
Cartesian coordinates (Å):
C  4.6116  -2.5712  3.7952  -0.134
C  3.3979  -2.3275  2.8863  -0.340
C  3.4216  -1.0427  2.0422  -0.925
I  5.3798  -0.5356  1.2802  0.981
S  2.7497  0.4560  2.8722  0.679
Br  4.3848  1.2482  4.1162  0.458
C  1.4697  0.0179  4.0842  -0.393
C  0.1099  -0.2925  3.4480  -0.204
C  -0.0317  -1.6812  2.8463  -0.246
O  0.4989  -1.6463  1.5150  -0.072
H  4.4293  -3.5139  4.3193  0.087
H  5.5502  -2.6959  3.2640  0.039
H  4.6442  -1.8055  4.5722  0.057
H  3.2927  -3.1696  2.1961  0.124
H  2.5134  -2.3685  3.5221  0.076
H  2.8313  -1.2136  1.1458  0.033
H  1.8195  -0.7552  4.7704  0.101
H  1.3438  0.9113  4.7021  0.096
H  -0.6214  -0.2373  4.2595  0.132
H  -0.2065  0.4263  2.6901  0.120
H  -1.1017  -1.8950  2.7563  0.120
H  0.3935  -2.4775  3.4655  0.119
H  0.8330  -2.5309  1.3139  0.097
O  -3.0837  0.5885  2.6543  -0.331
P  -4.4257  0.2526  2.0197  0.706
N  -4.1339  0.8416  0.4469  -0.326
C  -4.9071  1.7997  -0.3131  -0.130
C  -2.8960  0.4379  -0.2123  -0.118
N  -5.3828  1.3033  3.0091  -0.344
C  -5.8174  2.6118  2.5610  -0.127
C  -4.9508  1.3752  4.4030  -0.156
N  -5.8578  -0.5595  1.5172  -0.292
C  -5.8673  -1.4138  0.3320  -0.107
C  -7.0051  -0.7811  2.3992  -0.104
H  -4.8846  1.5599  -1.3803  0.083
H  -4.5204  2.8164  -0.1875  0.085
H  -5.9632  1.7866  -0.0457  0.064
H  -2.9382  -0.6123  -0.5259  0.070
H  -2.0285  0.5549  0.4413  0.057
H  -2.7012  1.0344  -1.1021  0.082
H  -4.9854  3.2351  2.2089  0.085
H  -6.3126  3.1453  3.3739  0.083
H  -6.5755  2.5305  1.7799  0.067
H  -4.1192  2.0762  4.5442  0.078
H  -4.6337  0.3968  4.7648  0.068
H  -5.7832  1.6943  5.0356  0.082
H  -6.3966  -0.9152  -0.4846  0.092
H  -6.3564  -2.3713  0.5162  0.079
H  -4.8607  -1.6483  -0.0069  0.065
H  -7.7626  -0.0147  2.2219  0.090
H  -6.7280  -0.7584  3.4481  0.074
H  -7.4702  -1.7539  2.2272  0.077
O  1.3573  -0.5607  -3.3246  -0.315
P  2.8063  -0.3020  -3.6871  0.702
N  3.0683  1.0974  -2.7390  -0.322
C  3.5589  2.3921  -3.1588  -0.128
C  2.6468  1.0551  -1.3491  -0.138
N  2.5533  0.0002  -5.3707  -0.346
C  2.4775  1.3409  -5.9170  -0.127
C  1.5311  -0.8469  -5.9850  -0.149
N  4.4939  -0.4836  -3.9882  -0.293
C  5.4676  -0.4220  -2.9042  -0.123
C  5.0281  -1.0838  -5.2122  -0.103
H  4.1638  2.8552  -2.3723  0.080
H  2.7363  3.0743  -3.3974  0.086
H  4.2236  2.3240  -4.0195  0.065
H  3.3121  0.4215  -0.7425  0.004
H  1.6323  0.6597  -1.2478  0.071
H  2.6431  2.0466  -0.8958  0.082
H  1.7357  1.9651  -5.4024  0.085
H  2.2069  1.3047  -6.9732  0.083
H  3.4532  1.8320  -5.8969  0.066
H  0.5183  -0.4672  -5.8109  0.082
H  1.5815  -1.8641  -5.5970  0.071
H  1.6976  -0.9080  -7.0637  0.082
H  6.0167  0.5238  -2.9444  0.092
H  6.1941  -1.2356  -2.9530  0.079
H  4.9912  -0.4991  -1.9289  0.015
H  5.3140  -0.2999  -5.9166  0.090
H  4.3111  -1.7391  -5.6955  0.075
H  5.9136  -1.6924  -5.0153  0.076

LUMO (computed, eV): 2.604 0.179 1.192 0.465 -4.875
Energy relative to the best compared isomer or geometry (same formula, charge and spin) (computed, eV): 0.000 4.899 0.000 3.171 1.613